Formula: C26H34ClGaGePSe
Source: the Open Molecules 2025 dataset
Level of theory: wB97M-V/def2-TZVPD

XYZ file:
```
65
Properties=species:S:1:pos:R:3:nbo_charge:R:1
Ga 0.12 0.35 0.15 1.15
C 2.50 0.08 2.99 -0.65
C 1.64 -0.65 3.97 0.03
C 2.22 -1.27 5.08 -0.19
C 1.45 -1.95 6.01 -0.16
C 0.07 -2.04 5.85 -0.21
C -0.53 -1.44 4.75 -0.18
C 0.25 -0.74 3.83 -0.39
P -0.53 0.12 2.45 0.92
C -2.25 -0.49 2.35 -0.29
C -2.29 -1.77 1.78 -0.22
C -3.47 -2.49 1.70 -0.23
C -4.64 -1.91 2.18 -0.18
C -4.61 -0.64 2.73 -0.20
C -3.42 0.09 2.84 -0.01
C -3.48 1.45 3.49 -0.64
C -0.33 1.89 2.80 -0.42
C -0.33 2.34 4.12 -0.12
C -0.10 3.67 4.41 -0.23
C 0.16 4.56 3.37 -0.16
C 0.21 4.10 2.07 -0.20
C -0.02 2.76 1.75 0.01
C 0.12 2.32 0.32 -0.97
H 3.55 -0.02 3.24 0.24
H 2.27 1.15 2.97 0.23
H 2.38 -0.31 1.97 0.23
H 3.29 -1.21 5.21 0.22
H 1.92 -2.42 6.85 0.23
H -0.53 -2.58 6.57 0.23
H -1.60 -1.51 4.62 0.22
H -1.38 -2.23 1.41 0.22
H -3.48 -3.48 1.27 0.23
H -5.58 -2.45 2.12 0.23
H -5.52 -0.19 3.10 0.23
H -4.51 1.71 3.71 0.23
H -3.06 2.23 2.85 0.23
H -2.92 1.47 4.43 0.23
H -0.51 1.64 4.93 0.22
H -0.10 4.01 5.44 0.23
H 0.35 5.60 3.58 0.23
H 0.45 4.79 1.27 0.22
H 1.02 2.76 -0.12 0.26
H -0.71 2.69 -0.29 0.24
Cl 1.47 -1.14 -0.60 -0.47
C -4.86 -0.35 -3.43 -1.10
Ge -4.83 0.97 -2.00 1.62
C -6.54 1.05 -1.09 -1.08
C -4.27 2.72 -2.66 -1.09
C -3.46 0.43 -0.67 -1.02
Se -1.75 0.04 -1.51 0.45
C -1.91 -1.87 -1.79 -0.76
H -5.55 -0.03 -4.21 0.25
H -5.20 -1.32 -3.06 0.23
H -3.88 -0.47 -3.89 0.23
H -7.31 1.33 -1.81 0.25
H -6.54 1.80 -0.30 0.24
H -6.81 0.09 -0.66 0.24
H -4.86 3.01 -3.52 0.25
H -3.22 2.71 -2.96 0.23
H -4.40 3.47 -1.88 0.24
H -3.73 -0.44 -0.07 0.25
H -3.27 1.26 0.03 0.24
H -2.95 -2.09 -2.00 0.24
H -1.57 -2.41 -0.91 0.23
H -1.30 -2.13 -2.65 0.25
```

E, eV: -223560.5398
Net charge: +1
Kohn-Sham gap, eV: 9.072
HOMO level, eV: -11.68
LUMO, eV: -2.6083